Entry from OMol25: a structure of composition C34H40KN5OS3Se3Te (the ωB97M-V functional and the def2-TZVPD basis).

LUMO = 3.8 eV
F_max = 0.26 eV/A
HOMO-LUMO gap = 4.90 eV
total energy = -10935.58660 hartree
charge = -2
relative energy (zero: lowest compared OMol25 entry of this formula, charge and spin) = 21.66 kcal per mole

Each line ends with the Löwdin charge.
Element x y z (Å)
K 0.28928 -1.52189 -0.62898  0.23
C -2.15154 -4.11024 1.65667  0.00
C -3.25307 -4.16362 2.67573  -0.19
C -4.02575 -5.31180 2.82157  -0.05
C -5.00081 -5.42792 3.80310  -0.11
C -5.22378 -4.37327 4.67388  -0.11
C -4.49198 -3.20439 4.52790  -0.03
C -3.51901 -3.08624 3.53824  -0.22
N -2.79510 -1.88238 3.43521  0.13
C -2.64939 -1.11532 2.26912  -0.38
N -3.66989 -1.31642 1.38912  0.13
C -3.67278 -1.34203 -0.05508  -0.26
C -2.49564 -1.15604 -0.77524  -0.14
C -2.66008 -1.30346 -2.16475  -0.18
C -3.87376 -1.60698 -2.77639  -0.13
C -5.01354 -1.74755 -1.99627  -0.10
C -4.93432 -1.61251 -0.61349  -0.25
C -6.17134 -1.78576 0.23303  -0.07
N -1.70546 -0.25459 2.14855  0.17
C -0.73638 -0.20172 3.15870  -0.27
C 0.32126 -1.11082 3.21664  -0.04
C 1.27008 -1.03625 4.22578  -0.09
C 1.17266 -0.05086 5.19766  -0.12
C 0.13583 0.87401 5.12912  -0.08
C -0.81636 0.82557 4.11758  -0.24
C -1.93625 1.82384 4.03388  -0.04
H -1.84694 -5.11634 1.37146  0.09
H -1.27448 -3.59675 2.05358  0.08
H -2.45187 -3.57290 0.75399  0.08
H -3.82984 -6.14750 2.15951  0.11
H -5.57335 -6.34300 3.89225  0.09
H -5.97494 -4.44862 5.45064  0.09
H -4.67720 -2.35311 5.17268  0.11
H -2.32907 -1.53588 4.25694  0.14
H -4.42712 -1.83164 1.80581  0.10
H -1.79272 -1.19467 -2.82270  0.05
H -3.93532 -1.72687 -3.85462  0.08
H -5.97376 -1.97337 -2.45212  0.08
H -7.04739 -1.93125 -0.40157  0.06
H -6.35563 -0.91366 0.86812  0.08
H -6.10778 -2.65960 0.89415  0.07
H 0.41709 -1.87100 2.44954  0.04
H 2.08764 -1.74728 4.22990  0.10
H 1.90818 0.01482 5.99073  0.09
H 0.06650 1.66088 5.87406  0.10
H -1.79946 2.62104 4.76766  0.07
H -2.90545 1.35094 4.21640  0.08
H -2.01113 2.25459 3.03375  0.06
C 3.33598 2.49886 4.09480  -0.55
C 4.50948 1.75175 3.47159  -0.56
S 4.53185 1.54452 1.67997  0.82
C 2.97132 0.69353 1.34315  -0.52
C 1.69638 1.55726 1.25494  -0.50
S 1.94161 3.17558 0.47186  0.83
C 1.00539 4.25237 1.57652  -0.55
C 1.31994 4.18506 3.07417  -0.54
S 3.07736 4.21358 3.54031  0.83
H 3.47555 2.51168 5.17871  0.07
H 2.41725 1.94973 3.91116  0.03
H 4.55597 0.76843 3.94843  0.07
H 5.44892 2.26251 3.69773  0.06
H 2.82490 -0.09321 2.08608  0.05
H 3.13886 0.15296 0.40356  0.01
H 1.28305 1.72761 2.24582  0.04
H 0.92770 1.03358 0.68067  0.03
H -0.07000 4.08613 1.45372  0.07
H 1.22005 5.25535 1.20065  0.06
H 0.87787 3.29557 3.52336  0.04
H 0.84050 5.03734 3.56054  0.06
Se 2.43642 -3.30276 1.01268  -0.32
Se 3.81088 -3.33770 -0.90309  -0.37
Te 3.38302 -1.33200 -2.39572  0.07
Se 1.38537 -1.85658 -3.80192  -0.43
N -4.34875 3.92446 -0.99204  0.15
C -3.41033 3.12544 -0.37173  -0.49
O -3.46233 2.94326 0.82882  0.05
C -2.38460 2.50114 -1.25312  -0.12
C -2.35042 2.66398 -2.63524  -0.03
C -1.32361 2.09520 -3.35552  -0.05
C -0.34431 1.38511 -2.66780  -0.14
N -0.38488 1.18531 -1.35621  0.05
C -1.40479 1.70196 -0.66839  -0.09
H -4.91251 4.46925 -0.36210  0.09
H -4.14392 4.32920 -1.88672  0.07
H -3.12857 3.20585 -3.16068  0.10
H -1.27510 2.18210 -4.43250  0.10
H 0.47925 0.91428 -3.19646  0.05
H -1.46049 1.46545 0.38909  0.10